[1]
Molecular formula: C6H14OSi
Method: DFT, ωB97M-V/def2-TZVPD

XYZ file:
```
22
Properties=species:S:1:pos:R:3:forces:R:3:nbo_charge:R:1
O -0.23653 -0.81728 0.89362 1.8 0.9 -0.2 -0.853
C 1.76576 -1.20565 -0.44321 -0.9 -0.3 1.3 -0.534
C 1.17115 -0.94447 0.74710 -0.3 -1.2 -1.9 0.341
C 2.02165 -0.86502 1.94558 0.4 0.2 1.0 -0.681
C 0.30728 1.69052 -0.52368 -0.3 -0.9 -0.5 -1.135
C -1.37826 -0.76981 -1.71657 0.2 0.3 0.3 -1.145
C -2.47560 1.11318 0.41765 0.6 -0.7 0.7 -1.131
Si -0.91340 0.28376 -0.22448 -0.3 -0.2 0.0 1.877
H 1.15618 -1.42605 -1.29567 0.0 0.2 -0.5 0.204
H 2.83504 -1.41116 -0.49602 -0.3 0.3 0.1 0.211
H 2.75924 -1.66728 2.02490 -0.3 -0.2 -0.2 0.229
H 1.44046 -0.86523 2.85796 -0.1 0.2 0.2 0.230
H 2.64510 0.02299 1.88790 -0.2 0.4 0.2 0.228
H 0.65636 1.97239 0.44466 0.3 0.4 0.9 0.236
H -0.09196 2.57441 -1.01162 -0.2 0.0 -0.1 0.241
H 1.17192 1.30773 -1.04837 0.2 0.2 -0.3 0.247
H -1.05762 -0.20531 -2.58226 0.0 -0.1 -0.6 0.235
H -0.97575 -1.78365 -1.74479 0.2 0.2 0.1 0.245
H -2.45117 -0.88071 -1.76462 -0.4 0.1 -0.1 0.239
H -3.05698 0.45089 1.06660 -0.1 0.1 -0.2 0.244
H -3.06866 1.42694 -0.42193 -0.4 0.1 -0.4 0.238
H -2.22422 1.99881 0.98723 0.1 0.2 0.2 0.236
```
Forces are in eV/Å.

Its structure (SMILES) is C=C(C)O[Si](C)(C)C. As for the max |F|: 2.25 eV/A. As for the spin multiplicity: 1.

[2]
Molecular formula: C10H63O22P
Method: DFT, ωB97M-V/def2-TZVPD

XYZ file:
```
96
Properties=species:S:1:pos:R:3:forces:R:3:mulliken_charge:R:1
O -0.23466 -3.64947 2.05037 1.0 -0.5 1.2 -0.364
O 3.19607 2.93154 0.93977 -0.3 0.2 1.0 -0.590
P -0.74702 0.58733 -0.61511 1.4 2.9 1.9 -0.686
C -1.79116 4.03124 -1.23984 0.6 1.1 1.5 -0.788
C -2.60072 1.24544 -2.44561 -0.6 -0.6 -0.3 -1.639
C -0.30749 -3.24409 0.72815 -0.5 1.8 -0.8 -0.955
C 3.25699 1.76649 0.15336 -0.7 0.6 -0.7 -0.756
C -0.59919 -1.15702 -0.66066 0.9 -0.9 -0.4 -0.472
C 0.84120 1.63606 -0.31474 -0.8 -1.6 1.2 -0.687
C -0.31278 -1.70851 0.73258 0.0 -0.6 0.3 0.819
C 2.07317 0.83421 0.24729 -0.8 0.4 -0.3 -0.112
C -2.42193 2.92342 -0.45602 -0.2 -1.8 0.3 -0.725
C -2.32582 1.42635 -0.94870 0.9 1.2 -1.7 0.698
H 0.62653 -3.28259 2.37009 -1.1 -0.5 0.3 0.151
H 3.14276 2.70093 1.91009 0.3 0.1 -1.5 0.446
H -2.02052 4.99494 -0.71226 -0.2 -0.7 -0.8 0.295
H -2.20078 3.95045 -2.19307 -0.7 0.6 -1.8 0.161
H -0.71559 4.10112 -1.36869 0.3 -0.8 0.2 0.135
H -3.56300 1.70686 -2.69738 0.0 0.0 -0.2 0.492
H -1.80852 1.68014 -3.07802 -0.3 -0.1 0.3 0.321
H -2.69796 0.14173 -2.66745 0.2 1.2 0.1 0.186
H -1.20054 -3.63199 0.21146 0.2 0.0 0.5 0.363
H 0.55410 -3.55690 0.20006 0.9 -0.7 -0.9 0.459
H 3.26487 2.08395 -0.91868 0.6 0.0 1.0 0.615
H 4.12843 1.20921 0.39470 1.1 -0.5 0.0 -0.126
H 0.22695 -1.41219 -1.36134 -0.4 -0.2 0.4 0.438
H -1.51461 -1.53391 -1.13019 0.0 -0.2 0.3 0.546
H 0.60540 2.42186 0.42091 0.0 -0.2 -0.4 0.488
H 1.13793 2.07112 -1.24036 0.2 0.5 -0.7 0.872
H -1.06822 -1.41789 1.48257 0.0 0.1 -0.5 -0.023
H 0.66063 -1.30702 1.15528 -0.9 -0.5 -0.7 -0.494
H 1.95833 0.41333 1.26055 -0.3 0.4 -0.2 0.108
H 2.36500 -0.00162 -0.38501 -0.4 -0.3 -0.2 0.247
H -2.07962 2.92579 0.57213 -0.1 0.1 0.4 0.128
H -3.51660 3.05617 -0.47584 0.4 0.4 0.2 0.515
H -3.11887 0.92894 -0.45447 -0.6 -0.8 0.8 0.389
O 1.60607 -2.27832 3.73177 0.2 0.3 1.6 -0.624
H 1.80915 -2.51965 4.69316 -0.8 0.7 -2.0 0.220
H 0.88950 -1.56397 3.73076 0.6 -1.3 0.7 0.263
O -2.72561 -3.96262 3.54572 1.5 0.5 1.0 -0.687
H -1.93379 -3.69966 2.97333 -1.1 -0.7 1.4 0.328
H -2.40307 -4.07276 4.49840 -0.4 0.2 -2.4 0.282
O 3.15856 -2.89669 -0.80169 0.7 0.5 1.4 -0.594
H 3.06693 -3.26942 0.13450 0.5 1.0 -1.8 0.352
H 3.82788 -2.13837 -0.77488 -1.3 -1.4 0.5 0.342
O 6.69448 0.46348 1.62163 1.8 1.0 1.1 -0.660
H 6.67017 1.26303 2.24122 0.3 -1.7 -1.4 0.310
H 7.66141 0.19624 1.48976 -2.0 0.8 0.4 0.298
O 0.23876 6.70788 -2.33185 -0.3 0.6 1.9 -0.665
H 0.66647 6.25604 -1.53393 -1.1 1.2 -1.5 0.334
H -0.30789 7.49007 -1.99553 1.4 -1.8 -0.4 0.330
O -5.97426 -0.12396 0.25257 -0.6 0.1 1.9 -0.616
H -6.70114 -0.71288 0.63801 1.7 1.4 -0.5 0.306
H -5.61222 0.45787 0.99699 -1.1 -1.5 -1.4 0.310
O -4.21412 6.69674 0.35008 -1.1 -0.1 -1.2 -0.665
H -5.21026 6.86552 0.29555 2.3 -0.5 -0.3 0.301
H -3.89356 6.40406 -0.56389 -1.3 0.6 1.6 0.409
O -1.48576 0.96661 2.68164 -1.3 1.6 -0.5 -0.708
H -2.25855 1.60781 2.80578 1.7 -1.4 -0.4 0.258
H -1.27520 0.91442 1.69335 -0.3 0.0 0.6 0.122
O -1.22603 -4.14208 -2.58258 1.6 -1.7 -0.3 -0.692
H -1.19540 -4.98782 -2.02801 0.1 1.7 -1.3 0.318
H -0.49139 -4.19340 -3.27643 -1.5 -0.2 1.7 0.307
O -4.21009 5.80241 -2.39601 0.1 0.3 -2.2 -0.647
H -5.00202 5.92747 -3.01323 1.9 -0.2 1.2 0.279
H -3.36530 5.88204 -2.94715 -2.0 -0.2 0.9 0.352
O -0.80425 -6.29075 2.14385 1.8 -0.8 -0.1 -0.617
H -0.21526 -7.09081 2.33559 -1.2 2.0 -0.7 0.240
H -0.21520 -5.53814 1.81165 -0.9 -1.7 0.9 0.437
O 3.45025 -3.75048 2.35035 1.2 1.1 0.8 -0.651
H 4.42343 -3.53062 2.51866 -2.3 -0.4 -0.3 0.293
H 2.88400 -3.08224 2.85690 1.0 -0.8 -0.7 0.429
O 2.01007 -6.20154 1.13495 0.6 -0.1 1.8 -0.652
H 2.43465 -5.40527 1.59258 -0.6 -1.7 -0.5 0.354
H 1.98188 -6.96696 1.79609 0.3 2.0 -1.3 0.289
O -3.09005 -0.63098 -5.27111 -1.3 1.5 -0.9 -0.700
H -4.07977 -0.75106 -5.44368 2.1 0.6 0.2 0.339
H -2.83962 0.31738 -5.51946 -0.8 -2.0 0.5 0.314
O 5.35686 -1.09880 -0.19695 1.1 -0.8 1.2 -0.648
H 5.57760 -0.43469 0.53379 -0.1 -1.4 -1.2 0.382
H 5.83774 -1.96498 0.00861 -0.9 2.0 -0.2 0.274
O 0.81074 0.94928 -3.65701 -0.2 -1.9 -0.2 -0.632
H -0.01815 0.57971 -3.20967 1.7 0.4 -0.7 0.368
H 1.30778 0.17899 -4.08523 -1.4 1.5 1.0 0.330
O 3.95375 2.08684 -3.26335 -0.1 -1.9 0.7 -0.660
H 4.71231 1.45833 -3.03245 -1.9 1.1 -0.4 0.324
H 3.08294 1.63241 -3.02056 1.9 0.7 -0.5 0.324
O 2.77155 2.26834 3.48512 -1.5 -1.2 1.6 -0.699
H 1.76702 2.29081 3.36605 2.0 -0.3 0.5 0.335
H 2.98756 1.60179 4.21506 -0.8 1.4 -1.6 0.310
O -3.42973 -2.60352 -3.15320 1.3 0.4 -1.1 -0.686
H -2.64904 -3.24467 -3.09648 -1.4 1.3 -0.2 0.413
H -3.20990 -1.89977 -3.84613 -0.1 -1.6 1.4 0.315
O -0.57944 -0.87077 4.38796 -1.4 0.6 0.5 -0.672
H -0.78169 -0.06432 3.81134 -0.4 -1.2 0.8 0.339
H -1.43459 -1.14912 4.85163 1.8 0.7 -1.3 0.287
```
Forces are in eV/Å.

As for the max |F|: 3.70 eV/A. As for the spin multiplicity: 1.

[3]
Molecular formula: C7H9NO
Method: DFT, ωB97M-V/def2-TZVPD

XYZ file:
```
18
Properties=species:S:1:pos:R:3:forces:R:3:nbo_charge:R:1
C -2.63387 1.86788 -0.16715 1.4 -1.5 0.4 -0.074
C -1.88782 1.02947 0.30975 -3.1 3.7 -1.4 -0.098
C -1.28979 -2.11911 -0.43581 0.6 1.4 1.3 0.409
C -1.10846 0.09195 0.86080 -0.4 -3.5 0.5 0.074
C 0.07130 -0.32870 0.04446 3.6 -1.7 2.1 0.001
C 1.36602 -0.52107 0.98618 -1.6 -1.1 -1.9 -0.575
C 0.42689 0.57940 -1.11497 0.0 2.5 0.8 -0.612
N -0.08538 -1.72535 -0.44150 0.6 1.1 -0.7 -0.538
O -2.28319 -1.60450 0.15618 -0.1 1.8 1.0 -0.582
H -3.13361 2.49223 -0.85116 -0.4 0.5 0.0 0.242
H -1.40499 -2.98314 -0.96552 -0.9 -2.7 -1.4 0.175
H -1.38722 -0.12039 1.93427 1.1 -0.2 -1.2 0.271
H 0.98992 -0.82323 1.94880 0.3 -1.4 0.2 0.204
H 1.77687 0.38428 1.24814 1.3 2.4 0.0 0.190
H 2.06694 -1.16081 0.35306 -0.9 0.6 1.6 0.244
H 0.54100 1.68254 -0.66781 -0.7 -2.1 -1.2 0.203
H -0.44519 0.43897 -1.75563 0.4 0.8 -0.7 0.223
H 1.39819 0.44992 -1.66345 -1.0 -0.7 0.8 0.243
```
Forces are in eV/Å.

As for the max |F|: 5.07 eV/A. As for the spin multiplicity: 1.

[4]
Molecular formula: CH3N
Method: DFT, ωB97M-V/def2-TZVPD

XYZ file:
```
5
Properties=species:S:1:pos:R:3:forces:R:3:nbo_charge:R:1
C -0.20246 -0.52966 -0.11948 0.1 0.0 0.0 -0.045
N 0.15005 0.62802 0.23501 -0.1 0.1 0.2 -0.589
H -0.77508 -1.13539 0.58359 0.0 0.0 -0.1 0.160
H 0.05137 -0.98026 -1.08312 -0.1 0.0 0.0 0.144
H 0.69309 1.10403 -0.48345 0.0 -0.1 -0.1 0.330
```
Forces are in eV/Å.

Its structure (SMILES) is C=N. As for the max |F|: 0.20 eV/A. As for the spin multiplicity: 1.

| no. | E_tot (eV) |
| --- | --- |
| 1 | -16375.140 |
| 2 | -65722.591 |
| 3 | -10936.975 |
| 4 | -2574.828 |